Entry 1:
Here is a cluster of 19 separate species, C90H114O15S3 in total from OMol25. Energies are from the ωB97M-V functional and the def2-TZVPD basis.

Summary:
Frontier orbital gap (eV): 8.554
2S+1: 1

The geometry in XYZ format:
```
222
C90H114O15S3 the ωB97M-V functional and the def2-TZVPD basis
C -6.24 3.00 -2.97
S -7.25 4.23 -2.03
O -7.96 5.06 -3.07
C -8.56 2.99 -1.66
H -5.43 3.53 -3.47
H -6.84 2.44 -3.68
H -5.85 2.26 -2.27
H -8.12 2.14 -1.14
H -9.13 2.75 -2.56
H -9.25 3.31 -0.88
C -6.41 -5.00 0.77
S -4.83 -4.72 -0.12
O -4.56 -3.25 0.22
C -3.85 -5.93 0.89
H -6.73 -6.02 0.58
H -7.13 -4.25 0.43
H -6.28 -5.04 1.85
H -3.87 -6.93 0.46
H -4.19 -5.90 1.92
H -2.80 -5.63 0.90
C -2.98 -2.82 3.42
S -4.51 -3.57 4.06
O -4.05 -4.99 4.43
C -4.54 -2.73 5.70
H -3.04 -3.07 2.36
H -2.13 -3.33 3.88
H -3.00 -1.76 3.69
H -4.12 -1.74 5.86
H -4.13 -3.32 6.53
H -5.59 -2.58 5.94
C 0.79 1.07 -0.29
C 1.30 0.07 0.52
C 0.37 -0.70 1.18
C -1.02 -0.45 1.09
C -1.56 0.51 0.20
C -0.65 1.30 -0.52
H 1.48 1.57 -0.95
H 2.36 -0.10 0.61
H 0.75 -1.40 1.90
H -1.61 -1.15 1.66
H -2.60 0.78 0.05
H -1.08 1.97 -1.25
C 1.05 -3.75 5.54
C 0.55 -4.24 4.30
C -0.18 -5.39 4.19
C -0.72 -5.89 5.38
C -0.35 -5.34 6.63
C 0.56 -4.28 6.71
H 1.76 -2.94 5.47
H 0.87 -3.70 3.41
H -0.55 -5.53 3.18
H -1.59 -6.53 5.45
H -0.87 -5.68 7.51
H 0.84 -3.85 7.66
C -2.64 4.42 -1.49
C -3.49 5.17 -0.67
C -3.04 6.18 0.12
C -1.68 6.47 0.28
C -0.81 5.77 -0.50
C -1.27 4.83 -1.44
H -2.98 3.64 -2.16
H -4.56 5.02 -0.60
H -3.65 6.81 0.76
H -1.35 7.25 0.95
H 0.24 5.99 -0.40
H -0.49 4.35 -2.01
C 4.86 4.41 -2.25
C 4.93 5.11 -3.46
C 3.84 5.14 -4.34
C 2.63 4.72 -3.84
C 2.55 3.96 -2.65
C 3.69 3.73 -1.96
H 5.72 4.47 -1.60
H 5.80 5.63 -3.84
H 3.89 5.80 -5.20
H 1.73 4.83 -4.43
H 1.56 3.63 -2.36
H 3.70 3.09 -1.09
C 0.47 2.92 4.91
C -0.32 3.17 5.99
C -1.18 2.25 6.57
C -1.30 0.97 6.00
C -0.51 0.74 4.88
C 0.27 1.72 4.22
H 1.14 3.65 4.47
H -0.30 4.08 6.58
H -1.77 2.45 7.45
H -2.03 0.25 6.34
H -0.46 -0.24 4.44
H 0.81 1.42 3.33
C 3.34 -4.95 -2.42
C 4.19 -4.24 -1.51
C 4.22 -2.82 -1.50
C 3.58 -2.21 -2.54
C 2.85 -2.87 -3.55
C 2.74 -4.22 -3.46
H 3.24 -6.00 -2.19
H 4.60 -4.63 -0.59
H 4.69 -2.37 -0.64
H 3.76 -1.15 -2.58
H 2.19 -2.33 -4.21
H 2.00 -4.78 -4.02
C 2.05 -6.43 1.52
C 1.62 -7.22 0.40
C 2.52 -8.12 -0.08
C 3.80 -8.12 0.39
C 4.22 -7.36 1.49
C 3.33 -6.41 1.92
H 1.39 -5.66 1.90
H 0.62 -7.03 0.04
H 2.32 -8.80 -0.89
H 4.50 -8.70 -0.19
H 5.26 -7.51 1.71
H 3.55 -5.67 2.68
C -2.54 3.81 -6.70
C -3.00 4.08 -7.97
C -2.52 3.38 -9.13
C -1.63 2.30 -8.93
C -1.15 2.08 -7.63
C -1.55 2.87 -6.50
H -2.98 4.36 -5.88
H -3.60 4.98 -7.96
H -2.80 3.79 -10.09
H -1.14 1.92 -9.81
H -0.53 1.20 -7.58
H -1.08 2.63 -5.56
C 7.62 1.48 -0.33
C 8.24 1.83 0.86
C 9.38 1.14 1.23
C 9.97 0.21 0.38
C 9.41 -0.14 -0.80
C 8.22 0.42 -1.18
H 6.67 1.94 -0.58
H 7.83 2.63 1.44
H 9.90 1.35 2.15
H 10.83 -0.39 0.65
H 9.88 -0.97 -1.30
H 7.99 0.24 -2.23
C 3.50 3.99 1.81
C 2.60 5.09 1.48
C 3.14 6.24 1.00
C 4.55 6.34 1.04
C 5.41 5.29 1.23
C 4.87 4.07 1.55
H 2.92 3.14 2.13
H 1.53 4.95 1.47
H 2.52 7.09 0.78
H 4.99 7.28 0.74
H 6.48 5.39 1.10
H 5.42 3.14 1.60
O -1.41 -6.13 -5.60
C -1.44 -6.22 -4.42
O -1.37 -5.17 -3.61
C -1.67 -5.49 -2.25
C -1.45 -6.98 -2.16
C -1.53 -7.52 -3.54
H -2.69 -5.15 -2.05
H -1.09 -4.97 -1.49
H -2.19 -7.41 -1.48
H -0.40 -7.20 -1.93
H -2.54 -7.91 -3.69
H -0.76 -8.29 -3.67
O -2.99 6.21 4.79
C -3.19 5.06 4.43
O -4.04 4.13 5.01
C -4.16 3.05 4.13
C -3.73 3.53 2.77
C -2.62 4.50 3.15
H -5.18 2.69 4.28
H -3.45 2.26 4.37
H -4.48 3.94 2.09
H -3.37 2.65 2.24
H -2.54 5.24 2.35
H -1.68 3.99 3.33
O -5.12 1.02 -0.28
C -5.93 0.79 0.62
O -7.19 1.49 0.88
C -7.98 0.75 1.72
C -6.94 0.06 2.68
C -5.81 -0.29 1.73
H -8.63 0.06 1.17
H -8.61 1.35 2.38
H -7.49 -0.72 3.21
H -6.65 0.75 3.47
H -5.95 -1.20 1.14
H -4.77 -0.42 2.02
O 2.51 -0.68 3.59
C 3.54 -0.09 3.94
O 4.76 -0.73 3.85
C 5.77 0.06 4.46
C 5.12 1.52 4.55
C 3.61 1.31 4.48
H 6.61 0.22 3.78
H 6.07 -0.28 5.45
H 5.49 2.18 3.77
H 5.32 1.88 5.57
H 3.13 2.07 3.87
H 3.01 1.38 5.39
O 0.14 0.33 -4.85
C -0.70 -0.24 -4.27
O -1.82 0.36 -4.04
C -2.63 -0.40 -3.18
C -1.80 -1.57 -2.69
C -0.68 -1.56 -3.61
H -3.47 -0.81 -3.74
H -3.07 0.11 -2.33
H -2.28 -2.55 -2.59
H -1.48 -1.34 -1.68
H -0.75 -2.28 -4.42
H 0.31 -1.66 -3.17
O 6.41 1.53 -6.41
C 5.30 1.16 -6.00
O 4.47 0.43 -6.80
C 3.25 0.23 -6.10
C 3.15 1.15 -4.88
C 4.63 1.42 -4.59
H 3.19 -0.79 -5.72
H 2.36 0.31 -6.73
H 2.60 0.72 -4.04
H 2.70 2.07 -5.26
H 5.04 0.75 -3.84
H 4.74 2.49 -4.38
```

***

Entry 2:
Here is a cluster of 7 separate species, C27H45F16NO14S4 in total from OMol25. Energies are from the ωB97M-V functional and the def2-TZVPD basis.

Summary:
SMILES: FC(F)C(F)(F)COC(F)(F)C(F)F.FC(F)C(F)(F)COC(F)(F)C(F)F.CCOS(C)(=O)=O.CCOS(C)(=O)=O.CCOS(C)(=O)=O.CCOS(C)(=O)=O.c1ccncc1
Frontier orbital gap (eV): 9.645
2S+1: 1

The geometry in XYZ format:
```
107
C27H45F16NO14S4 the ωB97M-V functional and the def2-TZVPD basis
O -4.52 7.57 -4.48
S -4.95 8.74 -3.79
O -4.13 9.97 -3.79
O -6.53 9.20 -4.34
C -7.56 8.23 -4.42
C -7.47 7.18 -5.58
C -5.36 8.28 -2.07
H -8.43 8.87 -4.59
H -7.75 7.54 -3.60
H -8.47 6.77 -5.67
H -6.70 6.49 -5.25
H -7.09 7.66 -6.49
H -6.45 8.35 -2.05
H -5.09 8.98 -1.28
H -4.92 7.33 -1.77
O 3.35 3.46 -1.93
S 3.37 4.91 -2.16
O 4.23 5.77 -1.34
O 3.93 5.05 -3.75
C 3.21 4.32 -4.82
C 3.68 5.03 -6.08
C 1.73 5.55 -2.32
H 2.17 4.64 -4.79
H 3.45 3.25 -4.82
H 3.32 4.50 -6.96
H 4.74 5.24 -6.20
H 3.20 6.01 -6.04
H 1.94 6.34 -3.04
H 1.48 6.09 -1.41
H 0.98 4.84 -2.67
O -4.73 -3.02 3.26
S -5.37 -3.91 4.19
O -6.84 -3.87 4.37
O -4.91 -5.44 3.78
C -5.75 -6.50 4.21
C -5.40 -7.83 3.58
C -4.49 -3.89 5.81
H -6.80 -6.27 4.05
H -5.60 -6.50 5.29
H -5.66 -7.86 2.52
H -5.95 -8.69 3.95
H -4.32 -7.94 3.71
H -3.45 -3.58 5.65
H -4.54 -4.83 6.36
H -5.02 -3.13 6.37
O -1.03 5.36 2.58
S -1.04 3.93 2.91
O -2.25 3.08 2.85
O 0.15 3.14 2.06
C 0.28 1.79 2.32
C -0.21 0.94 1.22
C -0.31 3.80 4.61
H 0.03 1.36 3.29
H 1.36 1.62 2.28
H 0.12 -0.08 1.41
H 0.26 1.31 0.30
H -1.30 0.97 1.26
H -0.86 3.06 5.20
H -0.15 4.76 5.11
H 0.69 3.39 4.53
N -1.79 2.00 -5.17
C -1.91 1.09 -6.14
C -2.54 -0.19 -6.02
C -3.30 -0.41 -4.81
C -3.14 0.46 -3.76
C -2.47 1.67 -4.03
H -1.43 1.40 -7.05
H -2.60 -0.83 -6.88
H -3.81 -1.35 -4.70
H -3.63 0.33 -2.81
H -2.52 2.45 -3.28
C 8.06 -3.23 -4.75
C 9.42 -2.92 -4.37
C 9.82 -3.55 -3.03
F 9.59 -4.94 -2.99
F 11.05 -3.16 -2.70
F 10.25 -3.44 -5.24
F 9.59 -1.61 -4.29
O 6.90 -2.84 -3.90
C 5.72 -2.49 -4.56
C 4.63 -2.05 -3.64
F 3.46 -1.61 -4.01
F 4.24 -2.90 -2.74
F 5.99 -1.59 -5.56
F 5.29 -3.55 -5.23
H 7.97 -4.30 -4.94
H 7.98 -2.79 -5.74
H 9.11 -3.17 -2.30
H 4.94 -1.10 -3.21
C 1.91 -6.66 7.39
C 1.04 -7.96 7.53
C -0.34 -7.68 8.08
F -0.74 -6.45 7.76
F -1.36 -8.53 7.79
F 1.09 -8.47 6.25
F 1.81 -8.93 8.22
O 1.78 -5.51 8.25
C 2.81 -4.44 8.17
C 2.56 -3.43 7.01
F 2.42 -3.97 5.77
F 1.50 -2.59 7.14
F 2.81 -3.79 9.33
F 4.09 -4.84 8.05
H 1.57 -6.20 6.46
H 2.90 -6.93 7.05
H -0.26 -7.64 9.17
H 3.33 -2.67 6.88
```

***

Entry 3:
Here is a structure of composition C16H8B3Br4O24 from OMol25. Energies are from the ωB97M-V functional and the def2-TZVPD basis.

Summary:
Frontier orbital gap (eV): 4.173
2S+1: 1
Total charge: -3

The geometry in XYZ format:
```
55
C16H8B3Br4O24 the ωB97M-V functional and the def2-TZVPD basis
O -1.05 4.54 2.58
C -0.62 3.46 3.00
O -0.83 2.22 2.44
B -0.02 1.24 3.13
O 0.46 1.98 4.36
C 0.26 3.25 4.25
O 0.51 4.14 5.09
O 1.00 0.63 2.26
C 0.82 -0.71 2.15
O 1.48 -1.48 1.46
C -0.43 -1.09 2.96
O -0.89 0.03 3.46
O -0.88 -2.22 3.16
O -2.02 2.83 0.98
C -1.16 2.29 0.34
O -0.79 1.03 0.33
B 0.31 0.92 -0.66
O 0.59 2.27 -1.13
C -0.21 3.10 -0.57
O -0.27 4.35 -0.73
O -0.06 -0.01 -1.75
C 0.81 -0.98 -1.81
O 0.63 -2.10 -2.36
C 1.78 -0.86 -0.60
O 1.50 0.27 0.03
O 2.61 -1.75 -0.36
O -2.46 -2.63 2.68
C -1.84 -2.48 1.59
O -0.94 -3.43 1.13
B -0.26 -2.86 -0.07
O -1.08 -1.73 -0.42
C -1.81 -1.32 0.64
O -2.54 -0.32 0.59
O 0.02 -3.91 -1.04
C 1.33 -4.22 -1.06
O 1.87 -5.18 -1.56
C 2.00 -3.30 0.02
O 1.10 -2.43 0.46
O 3.23 -3.33 0.26
Br -2.01 1.79 -2.53
C -2.44 0.09 -1.58
C -3.53 0.33 -0.46
Br -5.25 0.66 -1.37
H -1.60 -0.51 -1.21
H -2.81 -0.60 -2.33
H -3.21 1.18 0.14
H -3.69 -0.55 0.15
Br 2.97 -0.84 -4.85
C 3.09 0.96 -3.99
C 2.49 0.89 -2.57
Br 2.83 2.54 -1.52
H 2.60 1.74 -4.57
H 4.10 1.37 -3.86
H 2.88 0.07 -1.98
H 1.42 0.68 -2.69
```

***

| no. | HOMO level (eV) | energy (Ha) |
| --- | --- | --- |
| 1 | -8.68 | -5820.69300 |
| 2 | -9.52 | -5354.21910 |
| 3 | 1.25 | -12790.50425 |